This record from the OMol25 dataset describes the molecule C3H3NO at a distorted geometry. The level of theory is the ωB97M-V functional and the def2-TZVPD basis.

CARTESIAN COORDINATES (ANGSTROEM)
O: -1.20276 0.84537 1.14046
N: -0.76124 0.88967 -2.35528
C: -0.63164 0.71717 -1.21751
C: -0.54666 0.32553 0.27795
C: 0.60856 -0.61740 0.47513
H: 0.45615 -1.28082 1.42232
H: 0.76106 -1.01989 -0.58113
H: 1.31652 0.14036 0.83805

Forces on the atoms, in the same order (eV/Å):
O -3.0 2.6 4.3
N 0.2 0.1 0.0
C -0.6 -0.5 3.6
C 1.9 -1.9 -8.8
C 0.0 0.0 1.6
H 0.1 0.5 -2.2
H 0.4 0.0 2.0
H 1.0 -0.7 -0.5

## Properties
Highest occupied orbital energy (spin up / spin down) = -7.3 / -12.2 eV
Multiplicity = 3
M = 69.06 g/mol
Charge = 0
Kohn-Sham gap (spin up / spin down) = 8.036 / 8.363 eV
Energy relative to the best compared isomer or geometry (same formula, charge and spin) = 16.1 kcal/mol
⟨S²⟩ = 2.010

These are the natural (NBO) partial charges, in e, on atoms 1 to 6: atom 1 (O): -0.150, atom 2 (N): -0.329, atom 3 (C): 0.193, atom 4 (C): 0.162, atom 5 (C): -0.625, atom 6 (H): 0.242